No. 1
Density functional theory data (ωB97M-V/def2-TZVPD) for the molecule C18H14ClFN4O2S in a non-equilibrium geometry.

```
41
C18H14ClFN4O2S | OMol25 | ωB97M-V/def2-TZVPD
O 2.351 0.980 1.542
C 2.405 0.248 0.577
N 2.636 0.662 -0.680
H 2.585 -0.014 -1.431
C 2.571 2.074 -1.003
C 1.176 2.622 -0.802
C 0.066 1.855 -1.129
C -1.213 2.328 -0.899
C -1.396 3.588 -0.356
C -0.295 4.367 -0.043
C 0.984 3.884 -0.257
H 1.840 4.487 0.007
H -0.432 5.351 0.382
H -2.393 3.960 -0.173
H -2.063 1.705 -1.138
H 0.196 0.873 -1.561
H 3.265 2.611 -0.350
H 2.891 2.200 -2.041
C 2.179 -1.271 0.684
N 0.861 -1.615 0.169
C 0.715 -1.781 -1.166
O 1.662 -1.749 -1.940
C -0.673 -1.936 -1.666
C -1.056 -2.703 -2.744
S -2.720 -2.463 -3.001
N -2.794 -1.386 -1.740
N -1.699 -1.220 -1.159
H -0.455 -3.355 -3.343
C -0.212 -1.715 1.081
C -0.476 -0.685 1.976
C -1.535 -0.801 2.857
C -2.324 -1.937 2.842
C -2.055 -2.983 1.965
C -0.985 -2.872 1.095
H -0.758 -3.689 0.426
Cl -3.030 -4.403 1.964
F -3.355 -2.031 3.695
H -1.765 -0.012 3.555
H 0.137 0.202 1.983
H 2.237 -1.571 1.730
H 2.927 -1.804 0.092
```

Properties
- Highest occupied orbital energy: -9.02 eV
- SMILES: O=C(CN(C(=O)c1csnn1)c1ccc(F)c(Cl)c1)NCc1ccccc1
- Total charge: 0


No. 2
Density functional theory data (ωB97M-V/def2-TZVPD) for a structure of composition C18H14ClN3O2Pb in a non-equilibrium geometry.

```
39
C18H14ClN3O2Pb | OMol25 | ωB97M-V/def2-TZVPD
Cl -1.764 -0.951 -3.160
C 2.871 3.245 -2.398
C 2.445 3.922 -1.226
C 1.225 4.582 -1.507
H 2.999 4.006 -0.314
C 0.899 4.322 -2.874
C 1.921 3.481 -3.421
H 1.962 3.167 -4.478
H 3.802 2.713 -2.528
H 0.650 5.256 -0.875
C -0.275 4.855 -3.625
Pb 0.444 1.805 -1.202
C -2.315 1.293 -1.530
O -3.433 1.517 -1.360
C 0.796 -0.696 -2.350
O 1.450 -1.645 -2.536
H -1.145 5.017 -2.950
H -0.590 4.158 -4.438
H -0.045 5.839 -4.105
N -1.473 -7.725 3.953
C -1.255 -6.635 3.587
C -0.992 -5.302 3.142
C -0.399 -5.075 1.891
C -0.194 -3.786 1.427
C -0.558 -2.713 2.255
C -1.073 -2.907 3.547
C -1.346 -4.226 3.954
N -0.392 -1.390 1.795
C -0.335 -0.206 2.566
C -0.086 0.809 1.721
N 0.080 0.278 0.450
C -0.177 -1.038 0.513
H -0.100 -5.906 1.272
H 0.255 -3.584 0.456
H -1.287 -2.048 4.215
H -1.832 -4.390 4.916
H -0.476 -0.208 3.643
H 0.018 1.873 1.908
H -0.278 -1.706 -0.335
```

Properties
- Highest occupied orbital energy (spin up / spin down): -14.41 / -14.41 eV
- Total charge: +2


No. 3
Density functional theory data (ωB97M-V/def2-TZVPD) for the molecule C18H14F2N2O2 in a non-equilibrium geometry.

```
38
C18H14F2N2O2 | OMol25 | ωB97M-V/def2-TZVPD
F 1.599 0.887 6.487
F 0.934 -0.240 -3.397
N -0.089 0.007 -0.756
O -0.012 -1.026 5.178
O 0.634 -1.743 -5.719
C -1.218 -0.039 -1.467
C 0.014 0.749 0.333
C -2.324 0.689 -1.022
C -1.086 1.496 0.817
C -2.279 1.436 0.153
C -2.495 -2.526 -3.990
C 2.178 1.789 4.368
C -1.447 -2.583 -4.917
C -2.426 -1.660 -2.899
C 2.098 1.767 3.002
C 0.626 -0.132 3.084
C 1.515 0.835 5.124
C -0.207 -0.977 -3.563
C 0.703 -0.103 4.475
C -0.322 -1.774 -4.717
C -1.271 -0.915 -2.661
C 1.332 0.837 2.354
N 1.264 0.857 0.964
C 2.498 0.819 0.122
H 0.082 -0.777 6.136
H 1.377 -1.172 -5.463
H -3.234 0.633 -1.640
H -0.972 2.133 1.677
H -3.093 2.060 0.496
H -3.324 -3.218 -4.217
H 2.724 2.571 4.877
H -1.516 -3.254 -5.773
H -3.260 -1.591 -2.222
H 2.588 2.607 2.480
H 0.026 -0.873 2.591
H 3.409 0.842 0.724
H 2.495 -0.100 -0.464
H 2.476 1.689 -0.553
```

Properties
- Relative energy (zero: lowest compared OMol25 entry of this formula, charge and spin): 0.0 kcal per mole
- Highest occupied orbital energy: -7.77 eV
- SMILES: CN(c1ccc(F)c(O)c1)c1cccc(-c2cccc(O)c2F)n1
- Total charge: 0


No. 4
Density functional theory data (ωB97M-V/def2-TZVPD) for a structure of composition C18H14F5IN2Pb in a non-equilibrium geometry.

```
41
C18H14F5IN2Pb | OMol25 | ωB97M-V/def2-TZVPD
C 2.633 -1.696 1.808
C -1.957 -2.337 -0.095
H 2.518 -2.180 0.833
H 1.709 -1.441 2.347
H 3.245 -2.336 2.450
H -2.049 -2.134 -1.170
H -2.043 -3.422 0.088
H -2.761 -1.829 0.447
C 2.370 -0.524 -1.608
C 3.230 0.375 -2.242
C 2.695 1.546 -2.775
C 1.327 1.770 -2.632
H 2.758 -1.465 -1.211
H 4.291 0.144 -2.278
H 3.324 2.272 -3.290
H 0.840 2.661 -3.025
N 1.066 -0.281 -1.409
C 0.533 0.843 -1.936
C -0.924 1.099 -1.753
N -1.510 0.594 -0.661
C -2.794 0.860 -0.417
C -3.006 2.117 -2.456
C -3.589 1.619 -1.291
H -3.225 0.421 0.486
H -4.631 1.785 -1.034
C -1.656 1.860 -2.687
H -1.134 2.208 -3.574
H -3.585 2.692 -3.177
Pb 0.002 -1.828 0.593
I 3.761 0.102 1.563
F 0.409 1.610 1.113
C -0.397 1.111 2.088
C -0.610 -0.249 2.199
C -1.422 -0.698 3.223
F -1.649 -2.043 3.370
C -2.050 0.185 4.109
F -2.844 -0.279 5.095
C -1.857 1.558 3.953
F -2.480 2.430 4.772
C -1.016 2.026 2.946
F -0.812 3.349 2.787
```

Properties
- Relative energy (zero: lowest compared OMol25 entry of this formula, charge and spin): 9.1 kcal per mole
- Highest occupied orbital energy (spin up / spin down): -15.32 / -15.32 eV
- Total charge: +2


No. 5
Density functional theory data (ωB97M-V/def2-TZVPD) for a structure of composition C18H14N3O6Pd.

```
42
C18H14N3O6Pd | OMol25 | ωB97M-V/def2-TZVPD
Pd 0.415 0.776 -0.597
O -2.822 2.073 5.345
C -2.375 0.949 5.062
O -2.470 -0.146 5.646
C -1.650 0.875 3.688
C -1.315 -0.357 3.139
C -0.707 -0.412 1.900
N -0.418 0.700 1.224
C -0.730 1.901 1.734
C -1.344 2.023 2.964
C -0.449 3.059 0.807
O -0.625 4.208 1.154
O -0.038 2.697 -0.378
H -1.546 -1.251 3.701
H -0.437 -1.343 1.417
H -1.610 2.995 3.353
O 1.347 -1.051 -0.843
C 2.200 -0.488 -1.604
O 1.949 0.653 -2.082
C 3.507 -1.133 -1.895
C 4.562 -0.362 -2.368
C 5.786 -0.958 -2.630
C 5.951 -2.323 -2.431
C 4.894 -3.093 -1.962
C 3.674 -2.496 -1.686
H 4.405 0.697 -2.524
H 6.612 -0.359 -2.989
H 6.906 -2.787 -2.640
H 5.024 -4.156 -1.807
H 2.842 -3.072 -1.303
C -3.362 2.037 -0.579
C -3.289 0.593 -0.933
N -2.198 -0.063 -1.239
C -2.574 -1.374 -1.422
C -3.913 -1.510 -1.227
N -4.362 -0.244 -0.919
H -2.456 2.530 -0.922
H -3.430 2.169 0.504
H -4.228 2.520 -1.035
H -1.852 -2.134 -1.674
H -4.572 -2.359 -1.272
H -5.301 0.014 -0.677
```

Properties
- Relative energy (zero: lowest compared OMol25 entry of this formula, charge and spin): 0.0 kcal per mole
- Highest occupied orbital energy: -5.41 eV
- Total charge: -1


No. 6
Density functional theory data (ωB97M-V/def2-TZVPD) for the molecule C18H14N4O2S3 in a non-equilibrium geometry.

```
41
C18H14N4O2S3 | OMol25 | ωB97M-V/def2-TZVPD
O 4.249 -0.417 0.420
C 3.660 0.329 -0.310
O 3.772 1.657 -0.271
H 4.290 1.921 0.505
C 2.835 -0.158 -1.484
H 2.541 -1.192 -1.301
H 3.434 -0.094 -2.394
S 1.348 0.833 -1.812
C 0.780 0.929 -0.183
N 1.476 0.597 0.871
N 0.702 0.796 1.945
C -0.448 1.263 1.545
N -0.456 1.379 0.177
C -1.517 1.794 -0.656
C -1.984 3.098 -0.570
C -3.036 3.495 -1.375
C -3.611 2.598 -2.259
C -3.138 1.299 -2.339
C -2.089 0.888 -1.538
H -1.725 -0.127 -1.565
H -3.592 0.598 -3.023
H -4.433 2.913 -2.885
H -3.403 4.508 -1.313
H -1.520 3.792 0.116
C -1.634 1.421 2.399
H -1.346 1.380 3.447
H -2.209 2.318 2.180
S -2.796 0.009 2.046
C -1.554 -1.181 1.699
N -1.228 -1.509 0.507
C -0.139 -2.327 0.487
C 0.487 -2.816 -0.657
C 1.622 -3.583 -0.510
C 2.140 -3.871 0.753
C 1.530 -3.404 1.899
C 0.389 -2.631 1.762
S -0.573 -1.877 2.991
H 1.933 -3.620 2.875
H 3.038 -4.464 0.834
H 2.124 -3.967 -1.386
H 0.079 -2.580 -1.627
```

Properties
- Highest occupied orbital energy: -8.45 eV
- SMILES: O=C(O)CSc1nnc(CSc2nc3ccccc3s2)n1-c1ccccc1
- Total charge: 0


No. 7
Density functional theory data (ωB97M-V/def2-TZVPD) for a structure of composition C18H14O4Pr in a non-equilibrium geometry.

```
37
C18H14O4Pr | OMol25 | ωB97M-V/def2-TZVPD
C 1.645 -2.733 -1.596
C 0.809 -1.949 -0.496
C -0.301 -2.594 -0.007
C -1.104 -1.920 0.974
C -2.360 -2.592 1.495
C -3.514 -2.197 0.467
O -4.368 -1.219 1.049
C -4.061 0.027 0.512
O -3.836 0.955 1.232
C -0.805 -0.609 1.484
C 0.323 0.028 0.984
C 1.161 -0.554 0.003
C 2.364 0.347 -0.456
O 3.558 -0.151 -0.810
C 2.117 1.781 -0.444
C 2.742 2.670 -1.389
C 2.436 4.019 -1.332
C 1.546 4.574 -0.382
C 0.931 3.716 0.567
C 1.241 2.375 0.513
C 0.604 1.435 1.527
O 0.354 1.740 2.659
H 2.630 -3.159 -1.215
H 1.744 -2.104 -2.551
H 1.039 -3.602 -1.907
H -0.554 -3.595 -0.368
H -2.641 -2.164 2.470
H -2.254 -3.685 1.557
H -4.040 -3.083 0.082
H -3.048 -1.713 -0.421
H -4.042 0.170 -0.593
H -1.425 -0.092 2.223
H 3.455 2.285 -2.133
H 2.913 4.723 -2.025
H 1.341 5.649 -0.355
H 0.223 4.061 1.329
Pr 3.180 -0.841 -2.645
```

Properties
- Spin multiplicity: 3
- Highest occupied orbital energy (spin up / spin down): -17.84 / -17.87 eV
- Total charge: +3


No. 8
Density functional theory data (ωB97M-V/def2-TZVPD) for a structure of composition C18H15BBiI3N4O.

```
43
C18H15BBiI3N4O | OMol25 | ωB97M-V/def2-TZVPD
Bi 0.458 0.112 0.080
C 2.045 -1.181 1.783
C 3.126 -0.906 0.948
C 2.936 -1.597 -0.280
C 1.736 -2.297 -0.215
C 1.126 -2.016 1.056
H 1.901 -0.850 2.801
H 3.967 -0.275 1.195
H 3.605 -1.570 -1.128
H 1.313 -2.931 -0.981
H 0.306 -2.568 1.494
I -0.306 1.863 5.038
C -0.807 2.869 3.287
C -1.315 4.179 3.362
C -1.643 4.872 2.231
I -2.352 6.829 2.431
C -1.493 4.269 0.959
C -1.819 4.876 -0.276
C -1.663 4.193 -1.448
C -1.160 2.883 -1.408
N -0.834 2.296 -0.281
C -0.988 2.950 0.902
C -0.613 2.221 2.082
O -0.121 1.004 2.005
H -1.443 4.637 4.332
H -2.196 5.890 -0.281
H -1.922 4.644 -2.396
H -1.031 2.304 -2.317
B -4.203 -0.682 -0.898
C -2.747 -0.687 -0.324
N -1.636 -0.577 -0.031
H -4.117 -1.227 -1.993
H -4.962 -1.263 -0.163
H -4.467 0.499 -1.014
I 0.659 0.276 -6.634
C -0.126 -0.150 -4.780
C -1.431 -0.468 -4.482
N -1.481 -0.664 -3.154
N -0.289 -0.492 -2.566
C 0.547 -0.176 -3.549
H -2.299 -0.568 -5.112
H -2.294 -0.890 -2.589
H 1.591 0.014 -3.343
```

Properties
- Relative energy (zero: lowest compared OMol25 entry of this formula, charge and spin): 4.5 kcal per mole
- Highest occupied orbital energy: -8.11 eV
- Total charge: 0


No. 9
Density functional theory data (ωB97M-V/def2-TZVPD) for a structure of composition C18H15CaCl in a non-equilibrium geometry.

```
35
C18H15CaCl | OMol25 | ωB97M-V/def2-TZVPD
C -1.710 0.590 1.508
C -1.411 1.701 0.687
C -0.084 2.101 0.973
H -2.076 2.164 -0.023
C 0.443 1.215 1.939
C -0.570 0.290 2.274
H -0.465 -0.545 2.947
H -2.625 0.023 1.494
H 0.453 2.896 0.487
H 1.443 1.234 2.338
Ca 0.000 0.000 0.000
Cl -0.662 -2.122 -0.158
C 2.168 1.795 -4.788
C 3.130 2.478 -4.019
C 2.603 3.741 -3.682
H 4.107 2.099 -3.736
C 1.314 3.838 -4.243
C 1.045 2.635 -4.926
H 0.133 2.398 -5.465
H 2.272 0.797 -5.200
H 3.102 4.504 -3.094
H 0.646 4.689 -4.162
C 0.928 -1.762 1.894
C 0.065 -2.587 2.407
C -0.960 -3.577 3.023
C -0.197 -4.602 3.498
C -0.697 -5.741 4.064
C -2.049 -5.912 4.273
C -2.941 -4.917 3.858
C -2.438 -3.744 3.179
H 0.864 -4.524 3.388
H 0.022 -6.485 4.338
H -2.366 -6.830 4.755
H -4.003 -5.108 4.071
H -3.242 -3.067 2.845
```

Properties
- Relative energy (zero: lowest compared OMol25 entry of this formula, charge and spin): 105.5 kcal per mole
- Highest occupied orbital energy: -0.93 eV
- Total charge: -2


No. 10
Density functional theory data (ωB97M-V/def2-TZVPD) for a cluster of 14 separate species, C18H15Cl53P2 in total in a non-equilibrium geometry.

```
88
C18H15Cl53P2 | OMol25 | ωB97M-V/def2-TZVPD
C -5.449 1.827 -2.347
P -6.244 2.000 -0.622
C -6.050 0.287 0.209
P -4.919 3.341 0.579
C -3.633 4.342 1.590
C -2.200 4.064 0.915
C -1.820 2.516 0.846
Cl -1.630 1.982 -0.908
H -5.371 2.827 -2.875
H -6.083 1.150 -2.997
H -4.414 1.375 -2.298
H -6.475 0.398 1.255
H -6.563 -0.521 -0.380
H -4.931 0.109 0.312
H -4.936 2.332 1.612
H -5.923 4.355 0.669
H -4.029 3.352 -0.554
H -3.880 5.440 1.654
H -3.604 3.873 2.631
H -2.279 4.502 -0.129
H -1.383 4.565 1.517
H -0.879 2.365 1.447
H -2.597 1.829 1.305
C -3.389 -1.882 7.475
Cl -2.725 -0.999 6.089
Cl -2.325 -1.672 8.876
Cl -5.006 -1.260 7.869
Cl -3.498 -3.602 7.076
C 1.795 -0.501 8.376
Cl 1.125 -0.413 10.018
Cl 2.342 -2.163 8.047
Cl 0.555 -0.025 7.203
Cl 3.173 0.606 8.239
C 1.163 -0.124 -3.857
Cl 2.127 0.287 -5.295
Cl 2.010 0.436 -2.402
Cl -0.419 0.673 -3.981
Cl 0.968 -1.888 -3.799
C 4.550 3.147 5.210
Cl 5.079 4.753 4.674
Cl 4.954 2.932 6.924
Cl 2.794 2.999 4.994
Cl 5.370 1.901 4.248
C 6.046 -0.412 -3.225
Cl 7.705 -1.032 -3.339
Cl 4.946 -1.499 -4.093
Cl 5.564 -0.323 -1.519
Cl 5.967 1.208 -3.947
C -0.148 -3.436 4.156
Cl 0.036 -2.052 3.059
Cl -1.859 -3.902 4.256
Cl 0.791 -4.815 3.558
Cl 0.460 -2.986 5.761
C 1.309 -5.221 -6.053
Cl 2.977 -5.802 -6.225
Cl 0.212 -6.301 -6.935
Cl 0.867 -5.207 -4.331
Cl 1.187 -3.586 -6.721
C -9.283 0.203 6.669
Cl -9.596 0.813 5.035
Cl -9.510 1.514 7.844
Cl -10.410 -1.119 7.033
Cl -7.615 -0.399 6.771
C 7.227 8.329 5.021
Cl 5.606 7.910 4.434
Cl 7.552 7.457 6.531
Cl 8.433 7.872 3.803
Cl 7.316 10.076 5.315
C -1.603 0.675 -8.188
Cl -1.807 -0.951 -8.868
Cl -1.466 1.857 -9.505
Cl -3.006 1.075 -7.177
Cl -0.131 0.715 -7.198
C -2.875 -4.568 -11.127
Cl -1.894 -4.170 -12.550
Cl -2.058 -3.983 -9.664
Cl -4.464 -3.792 -11.266
Cl -3.082 -6.327 -11.024
C 3.019 -5.185 -0.522
Cl 2.661 -6.777 -1.219
Cl 2.529 -3.936 -1.691
Cl 2.204 -5.056 1.053
Cl 4.767 -5.041 -0.253
C 11.216 -2.667 -4.616
Cl 10.829 -4.314 -5.149
Cl 10.803 -1.516 -5.900
Cl 10.281 -2.283 -3.156
Cl 12.949 -2.554 -4.254
```

Properties
- Highest occupied orbital energy: -7.23 eV
- Total charge: 0


No. 11
Density functional theory data (ωB97M-V/def2-TZVPD) for the molecule C18H15ClN6S2.

```
42
C18H15ClN6S2 | OMol25 | ωB97M-V/def2-TZVPD
C 2.199 0.324 -2.263
C 0.748 0.665 -2.177
C -0.151 0.218 -3.145
C -1.490 0.567 -3.134
C -1.968 1.387 -2.128
C -1.112 1.828 -1.139
C 0.230 1.461 -1.151
N 1.061 1.947 -0.123
C 1.728 1.175 0.762
N 1.769 -0.144 0.564
C 2.337 -0.835 1.531
N 2.927 -0.327 2.598
C 2.904 1.011 2.666
N 2.287 1.805 1.794
N 3.547 1.585 3.693
H 3.490 2.579 3.813
H 3.950 0.997 4.399
C 2.292 -2.329 1.455
H 1.695 -2.710 2.285
H 3.297 -2.747 1.514
S 1.569 -2.928 -0.094
C -0.024 -2.280 0.041
N -0.492 -1.685 1.072
C -1.760 -1.231 0.858
C -2.526 -0.507 1.765
C -3.794 -0.107 1.395
C -4.311 -0.423 0.142
C -3.566 -1.141 -0.775
C -2.292 -1.537 -0.415
S -1.114 -2.417 -1.346
H -3.962 -1.388 -1.747
H -5.308 -0.101 -0.120
H -4.397 0.458 2.089
H -2.116 -0.271 2.734
H 0.884 2.886 0.207
H -1.481 2.452 -0.339
H -3.008 1.671 -2.110
H -2.145 0.200 -3.908
Cl 0.412 -0.805 -4.419
H 2.518 0.300 -3.303
H 2.796 1.053 -1.720
H 2.379 -0.657 -1.827
```

Properties
- Relative energy (zero: lowest compared OMol25 entry of this formula, charge and spin): 0.0 kcal per mole
- Highest occupied orbital energy: -8.11 eV
- SMILES: Cc1c(Cl)cccc1Nc1nc(N)nc(CSc2nc3ccccc3s2)n1
- Total charge: 0